Entry 1:
79
Properties=species:S:1:pos:R:3:mulliken_charge:R:1 method="wB97M-V/def2-TZVPD" max_force_ha_per_bohr=0.090 relative_energy_ev=0.0000
Sn 3.787 -1.071 1.225 1.40
C 0.583 -0.378 0.824 1.08
O -0.314 0.281 1.385 -0.72
O 1.090 -1.438 1.400 -0.72
O 1.389 0.174 -0.043 -0.92
C -0.772 4.834 5.127 -0.50
C -1.052 3.480 4.933 -0.53
C -0.722 2.851 3.757 0.09
C -0.060 3.534 2.725 0.50
C 0.225 4.883 2.919 -0.82
C -0.073 5.492 4.119 0.40
O 0.267 6.822 4.248 -0.56
O -1.264 1.648 3.407 -0.59
H -1.031 5.423 5.995 0.39
H -1.684 3.033 5.690 0.39
H 0.087 3.098 1.748 0.20
H 0.662 5.383 2.063 0.38
H 0.639 7.098 5.086 0.31
H -0.963 1.321 2.543 0.58
C -2.629 0.090 -2.722 -1.10
C -1.398 0.409 -2.170 1.12
C -0.344 0.920 -2.953 -0.45
C -0.639 1.212 -4.283 -0.52
C -1.888 0.947 -4.836 -0.77
C -2.874 0.382 -4.043 0.57
O -4.019 -0.085 -4.627 -0.55
O 0.917 1.188 -2.534 -0.70
H -3.372 -0.369 -2.084 0.63
H -1.163 0.280 -1.117 0.11
H 0.131 1.539 -4.971 0.45
H -2.177 1.204 -5.847 0.33
H -4.257 0.187 -5.514 0.30
H 1.116 0.601 -1.778 0.19
C 0.882 -2.250 -2.290 1.99
C 0.695 -2.252 -3.670 -0.94
C 1.355 -3.151 -4.485 0.28
C 2.384 -3.919 -3.925 -0.49
C 2.667 -3.843 -2.581 -0.91
C 1.882 -3.056 -1.759 -0.22
O 2.127 -3.036 -0.407 -0.27
O 1.202 -3.134 -5.825 -0.56
H 0.249 -1.629 -1.676 -0.50
H -0.034 -1.560 -4.076 0.30
H 2.929 -4.628 -4.537 0.32
H 3.401 -4.533 -2.185 0.44
H 1.436 -2.547 0.096 0.10
H 1.879 -3.530 -6.375 0.31
C -2.026 -3.935 0.360 0.50
O -2.648 -4.982 0.427 -0.70
N -1.452 -3.367 1.472 -0.29
N -1.966 -3.156 -0.758 -0.14
H -0.784 -2.616 1.378 0.09
H -1.652 -3.885 2.308 0.19
H -2.648 -3.349 -1.469 0.20
H -1.496 -2.271 -0.723 0.08
C -3.622 2.254 1.046 0.56
O -4.699 2.769 1.298 -0.70
N -2.675 2.863 0.249 -0.13
N -3.336 0.932 1.245 -0.13
H -1.868 2.276 0.133 0.01
H -2.752 3.826 -0.009 0.21
H -2.430 0.538 1.058 0.00
H -4.043 0.434 1.755 0.17
C 2.933 -4.347 2.793 0.73
O 3.895 -3.999 2.074 -0.75
N 1.692 -4.484 2.271 -0.18
N 3.088 -4.767 4.070 -0.43
H 1.607 -4.222 1.303 0.12
H 0.931 -4.775 2.855 0.18
H 2.192 -4.870 4.511 0.18
H 4.015 -4.746 4.449 0.25
C 2.633 3.680 0.121 0.40
O 3.266 4.668 0.473 -0.69
N 1.762 3.697 -0.914 -0.23
N 2.630 2.500 0.809 0.00
H 1.589 4.501 -1.485 0.19
H 1.277 2.843 -1.140 0.19
H 3.144 2.416 1.666 0.19
H 2.197 1.669 0.398 0.09

Entry 2:
16
Properties=species:S:1:pos:R:3:mulliken_spin:R:1 method="wB97M-V/def2-TZVPD" max_force_ha_per_bohr=0.075 total_charge=+1 relative_energy_ev=0.0000 spin_multiplicity=2
O -0.144 -1.779 0.064 0.01
C -0.096 -1.545 -1.212 0.04
O -0.133 -2.409 -2.080 0.03
C 2.333 2.156 0.296 -0.01
H 2.504 2.684 -0.657 0.01
H 3.108 1.381 0.373 0.02
C 2.432 3.143 1.456 0.00
H 2.550 2.614 2.413 0.00
H 3.298 3.805 1.322 0.00
H 1.531 3.768 1.520 0.00
C -0.137 -0.073 -1.556 -0.06
C 0.565 0.832 -0.899 0.42
C 0.985 1.494 0.200 0.14
O 0.189 1.560 1.265 0.22
Yb -0.637 -0.446 1.412 0.13
H -0.270 0.323 -2.612 0.05

Entry 3:
13
Properties=species:S:1:pos:R:3:mulliken_spin:R:1 method="wB97M-V/def2-TZVPD" max_force_ha_per_bohr=0.152 total_charge=+2 relative_energy_ev=1.9331 spin_multiplicity=7
H 0.593 0.646 -0.986 0.00
O 1.641 -0.866 -1.262 0.29
C 1.670 -0.601 -0.068 -0.11
O 2.555 -0.076 0.610 0.09
Fe 4.384 0.146 0.772 5.72
O 0.425 0.245 0.063 0.01
C -0.869 -0.446 0.004 0.00
C -1.942 0.585 0.231 0.00
H -0.826 -1.224 0.772 0.00
H -0.958 -0.907 -0.987 0.00
H -1.788 1.120 1.176 0.00
H -2.913 0.074 0.273 0.00
H -1.973 1.305 -0.598 0.00

Entry 4:
92
Properties=species:S:1:pos:R:3:mulliken_charge:R:1 method="wB97M-V/def2-TZVPD" max_force_ha_per_bohr=0.011 total_charge=+1 relative_energy_ev=0.0000
Mo -0.437 -0.406 -0.067 -1.02
O -2.869 -3.548 -0.939 -0.69
C -2.177 -4.662 -0.585 0.52
C -2.834 -5.882 -0.695 -0.68
C -2.186 -7.056 -0.353 -0.36
C -0.879 -7.034 0.117 -0.87
C -0.229 -5.818 0.228 -0.59
C -0.854 -4.629 -0.134 0.14
C -0.061 -3.357 -0.088 0.97
O -0.807 -2.236 0.300 -0.97
N 0.452 -3.029 -1.420 -0.68
N 1.005 -1.751 -1.422 1.38
C 2.180 -1.630 -1.900 -0.84
C 2.857 -0.364 -2.220 0.35
Br 2.084 0.602 -3.653 -0.08
C 4.046 -0.008 -1.737 -0.79
C 4.802 -0.719 -0.696 0.68
C 6.197 -0.664 -0.744 -0.74
C 6.961 -1.346 0.187 -0.61
C 6.343 -2.080 1.192 -0.56
C 4.959 -2.119 1.264 -1.06
C 4.189 -1.439 0.331 0.72
H -2.442 -2.769 -0.553 0.28
H -3.858 -5.884 -1.043 0.47
H -2.713 -7.997 -0.443 0.39
H -0.379 -7.950 0.398 0.41
H 0.790 -5.783 0.601 0.42
H 0.772 -3.472 0.625 0.19
H 1.102 -3.734 -1.761 0.35
H 2.742 -2.533 -2.150 0.32
H 4.526 0.862 -2.171 0.48
H 6.681 -0.091 -1.525 0.43
H 8.041 -1.303 0.132 0.40
H 6.941 -2.610 1.921 0.41
H 4.474 -2.673 2.058 0.49
H 3.111 -1.429 0.426 -0.22
C -1.605 -1.093 -3.071 -1.59
C -1.591 0.030 -2.083 1.55
N -2.231 -0.071 -0.909 0.16
N -3.194 0.815 -0.462 -0.92
C -3.082 1.077 0.784 0.61
S -1.663 0.532 1.677 -0.39
S -4.259 1.931 1.723 -0.07
C -5.429 2.485 0.440 -1.13
C -5.056 3.812 -0.157 0.57
C -4.430 3.890 -1.395 -0.04
C -4.095 5.125 -1.933 -0.50
C -4.376 6.290 -1.237 -0.53
C -4.998 6.219 0.002 -0.52
C -5.336 4.987 0.537 -0.53
C -1.193 1.391 -2.523 1.34
C -1.705 2.088 -3.605 -0.49
C -1.246 3.374 -3.862 -1.01
C -0.288 3.952 -3.038 -0.73
C 0.246 3.253 -1.964 -1.02
C -0.210 1.970 -1.732 0.02
O 0.332 1.177 -0.755 0.29
H -2.371 -0.853 -3.818 0.58
H -1.865 -2.043 -2.613 0.28
H -0.652 -1.170 -3.592 0.20
H -6.380 2.547 0.968 0.57
H -5.498 1.698 -0.308 0.37
H -4.205 2.979 -1.936 0.32
H -3.617 5.174 -2.903 0.42
H -4.120 7.252 -1.661 0.39
H -5.228 7.125 0.548 0.39
H -5.828 4.935 1.501 0.38
H -2.457 1.637 -4.240 0.44
H -1.636 3.926 -4.706 0.51
H 0.058 4.957 -3.242 0.49
H 1.017 3.681 -1.337 0.48
C 2.858 1.756 1.132 -0.59
N 2.210 1.219 2.323 0.41
C 2.445 1.965 3.558 -0.61
C 2.373 1.045 4.756 -0.74
C 1.071 0.278 4.702 -0.66
N 0.919 -0.380 3.405 0.54
C 0.140 -1.611 3.421 -1.25
C 1.454 0.119 2.282 -0.44
O 1.268 -0.474 1.152 0.74
H 2.551 2.794 0.991 0.40
H 2.576 1.184 0.258 -0.34
H 3.940 1.720 1.266 0.43
H 1.711 2.772 3.637 0.30
H 3.431 2.422 3.478 0.39
H 2.428 1.624 5.676 0.39
H 3.214 0.350 4.743 0.30
H 0.215 0.938 4.872 0.26
H 1.045 -0.499 5.465 0.41
H 0.665 -2.366 4.008 0.37
H -0.020 -1.977 2.417 0.36
H -0.832 -1.418 3.877 0.39

Entry 5:
53
Properties=species:S:1:pos:R:3:nbo_charge:R:1 method="wB97M-V/def2-TZVPD" max_force_ha_per_bohr=0.018 smiles="CC(C)CC(=O)Nc1ccc2c(c1)nc(CCN1CCOCC1)n2C" relative_energy_ev=1.4047
C -5.576 -2.595 0.150 -0.61
H -4.547 -2.513 0.492 0.22
H -5.648 -3.438 -0.533 0.21
H -6.204 -2.795 1.015 0.21
C -6.019 -1.307 -0.538 -0.20
C -7.472 -1.416 -0.997 -0.60
H -7.786 -0.512 -1.514 0.20
H -7.593 -2.258 -1.674 0.21
H -8.127 -1.567 -0.142 0.20
H -5.388 -1.152 -1.423 0.19
C -5.854 -0.110 0.411 -0.49
C -4.398 0.113 0.793 0.69
O -3.959 -0.143 1.891 -0.61
N -3.667 0.617 -0.241 -0.60
C -2.298 0.919 -0.300 0.13
C -1.454 0.759 0.786 -0.24
C -0.117 1.091 0.610 0.11
N 0.926 1.037 1.497 -0.48
C 1.974 1.455 0.845 0.41
N 1.703 1.792 -0.455 -0.38
C 0.359 1.573 -0.633 0.14
C -0.492 1.732 -1.715 -0.25
C -1.816 1.399 -1.530 -0.24
H -2.508 1.512 -2.354 0.20
H -0.145 2.104 -2.668 0.21
C 2.631 2.264 -1.443 -0.42
H 2.219 2.082 -2.434 0.21
H 2.810 3.338 -1.330 0.20
H 3.572 1.723 -1.343 0.24
C 3.336 1.530 1.434 -0.45
H 3.919 2.309 0.941 0.21
H 3.234 1.771 2.492 0.24
C 4.074 0.181 1.315 -0.21
N 4.239 -0.186 -0.085 -0.48
C 3.289 -1.183 -0.558 -0.25
C 3.675 -2.606 -0.133 -0.09
O 4.986 -2.930 -0.549 -0.53
C 5.921 -2.011 -0.029 -0.09
C 5.584 -0.582 -0.473 -0.24
H 6.305 0.126 -0.060 0.20
H 5.634 -0.536 -1.566 0.20
H 6.896 -2.319 -0.411 0.20
H 5.930 -2.069 1.072 0.16
H 3.017 -3.340 -0.601 0.20
H 3.599 -2.706 0.961 0.16
H 2.294 -0.943 -0.184 0.22
H 3.278 -1.132 -1.652 0.20
H 5.053 0.286 1.790 0.20
H 3.503 -0.569 1.873 0.20
H -1.817 0.394 1.730 0.26
H -4.166 0.791 -1.102 0.39
H -6.251 0.794 -0.058 0.21
H -6.413 -0.299 1.328 0.23